Record 1
An isolated ion of composition C5H8NO and charge +1 at a distorted geometry. Source: the OMol25 dataset; level of theory: the ωB97M-V functional and the def2-TZVPD basis.

Calculated values
* Kohn-Sham gap: 0.351 Eh
* energy above the lowest of the compared OMol25 structures with the same formula, charge and spin: 74.0 kcal/mol
* charge: +1
* spin multiplicity: 1
* molecular weight: 98.12 g mol⁻¹
* E_LUMO: -4.86 eV

Each line ends with the Löwdin charge.
CARTESIAN COORDINATES (ANGSTROEM)
C: -0.463 -0.908 0.450  -0.21
C: -1.647 -0.884 0.974  0.15
C: 1.002 0.681 0.749  0.01
C: 0.586 -0.105 -0.345  -0.36
C: 0.170 0.479 -1.669  0.07
N: 0.735 -1.399 0.058  0.17
O: 0.907 1.959 0.885  0.23
H: -2.153 -1.788 1.128  0.08
H: -2.286 -0.013 0.998  0.10
H: 1.351 0.013 1.606  0.20
H: 0.881 0.336 -2.401  0.08
H: -0.182 1.478 -1.552  0.10
H: -0.656 -0.022 -1.998  0.07
H: 0.654 -2.137 -0.600  0.16
H: 1.101 2.310 1.719  0.13

Forces on the atoms, in the same order (eV/Å):
0.290 0.824 0.602
-0.603 0.579 -0.615
0.722 -0.519 2.149
-0.435 4.812 -0.998
0.324 -0.006 2.024
-0.049 -4.173 0.999
-0.854 -1.349 -3.210
-0.539 -1.348 0.576
0.384 0.311 0.177
-0.174 1.341 -0.839
1.865 0.221 -1.476
0.319 0.981 0.064
-2.333 -1.625 -0.877
0.436 -0.712 -1.000
0.646 0.663 2.423

=====

Record 2
C5H8NO as an isolated structure at a distorted geometry. Source: the OMol25 dataset; level of theory: the ωB97M-V functional and the def2-TZVPD basis.

Calculated values
* Kohn-Sham gap (alpha / beta): 0.291 / 0.299 Eh
* energy above the lowest of the compared OMol25 structures with the same formula, charge and spin: 195.7 kcal/mol
* charge: +1
* spin multiplicity: 1
* molecular weight: 98.12 g mol⁻¹
* E_LUMO (alpha / beta): -6.46 / -6.08 eV

Each line ends with the Löwdin charge.
CARTESIAN COORDINATES (ANGSTROEM)
C: -1.990 -0.123 -0.096  -0.01
C: -3.154 -0.967 0.218  -0.10
C: 0.636 0.293 -0.114  0.07
C: 1.539 -0.755 -0.376  -0.03
C: 0.719 1.672 0.136  -0.04
N: -2.624 0.955 -0.323  0.11
O: -3.830 0.273 -0.081  -0.06
H: -3.417 -1.774 -0.470  0.14
H: -3.273 -1.267 1.259  0.14
H: 1.211 -1.372 -1.219  0.13
H: 1.492 -1.447 0.479  0.15
H: 2.581 -0.436 -0.510  0.12
H: 1.733 2.068 0.269  0.12
H: 0.061 1.967 0.962  0.13
H: 0.231 2.165 -0.722  0.15

Forces on the atoms, in the same order (eV/Å):
2.026 1.587 -0.389
-0.582 -0.879 0.241
-2.327 -0.437 0.016
0.704 -0.245 -0.262
0.425 0.574 0.321
1.856 -0.405 0.002
-1.647 -0.368 0.188
0.115 0.196 0.019
0.050 0.103 -0.073
-0.150 0.013 0.001
-0.136 -0.014 0.135
-0.103 0.057 0.039
-0.060 -0.077 -0.083
-0.076 -0.074 0.002
-0.093 -0.031 -0.155

=====

Record 3
An isolated ion of composition C5H8NO and charge +1 at a distorted geometry. Source: the OMol25 dataset; level of theory: the ωB97M-V functional and the def2-TZVPD basis.

Calculated values
* Kohn-Sham gap: 0.274 Eh
* energy above the lowest of the compared OMol25 structures with the same formula, charge and spin: 96.4 kcal/mol
* SMILES: C=C/C=C/[N+](C)=O
* charge: +1
* spin multiplicity: 1
* molecular weight: 98.12 g mol⁻¹
* E_LUMO: -6.73 eV

Each line ends with the Löwdin charge.
CARTESIAN COORDINATES (ANGSTROEM)
C: -3.052 0.526 -0.302  0.12
C: -2.069 -0.020 0.397  -0.15
C: -0.751 0.537 0.474  -0.01
C: 0.291 -0.313 0.346  0.02
C: 2.706 -0.515 -0.276  0.02
N: 1.663 0.288 0.242  -0.19
O: 1.794 1.460 0.412  0.19
H: -3.764 -0.165 -0.604  0.06
H: -3.029 1.410 -0.898  0.09
H: -2.256 -1.009 0.626  0.10
H: -0.729 1.645 0.765  0.18
H: 0.162 -1.421 0.138  0.17
H: 3.000 -1.345 0.307  0.11
H: 3.673 0.041 -0.463  0.15
H: 2.360 -1.119 -1.162  0.15

Forces on the atoms, in the same order (eV/Å):
0.896 0.337 -0.747
0.211 1.373 -0.644
-0.342 1.100 1.467
1.890 0.045 -0.457
2.455 -0.753 -2.278
-3.677 -0.320 -0.005
0.571 -0.276 0.222
-1.909 -0.817 -0.129
0.156 0.942 0.266
0.179 -2.069 0.849
0.610 -1.609 -0.997
0.603 1.681 0.330
-0.112 -0.710 1.723
-1.564 -0.192 0.032
0.034 1.266 0.367

=====

| no. | energy (eV) |
| --- | --- |
| 1 | -8841.5539 |
| 2 | -8836.2759 |
| 3 | -8840.5812 |